1.
C30H50CaCl6INO19P2V | ωB97M-V/def2-TZVPD

Computed properties:
Orbital gap (alpha / beta) = 2.84 / 2.84 eV
HOMO (alpha / beta) = -5.7 / -5.7 eV

Geometry as ORCA input:
```
! RIJCOSX wB97M-V def2-TZVPD def2/J DEFGRID3
* xyz 0 2
C -6.406 -2.683 -0.302
C -5.712 -3.113 -1.672
C -4.642 -4.278 -1.462
C -3.208 -3.590 -1.340
C -2.967 -3.186 0.188
O -1.676 -3.711 0.579
P -0.477 -2.516 0.483
O -0.665 -1.618 1.682
O -0.468 -1.738 -0.994
C -1.357 -0.607 -1.041
C -0.763 0.373 -2.161
C 0.816 0.514 -2.080
P 1.431 1.437 -0.586
O 0.737 1.066 0.720
O 1.351 3.109 -0.732
C 1.130 3.708 0.552
C 1.542 5.224 0.510
O 3.059 1.014 -0.400
C 3.147 -0.353 0.088
C 4.684 -0.747 -0.042
O 0.966 -3.397 0.512
C 1.453 -3.524 1.856
I 3.532 -4.241 1.640
C 0.709 -4.665 2.691
C 0.667 -4.335 4.254
H -7.509 -2.852 -0.419
H -6.211 -1.587 -0.133
H -5.984 -3.254 0.571
H -5.144 -2.210 -2.040
H -6.463 -3.444 -2.444
H -4.583 -4.969 -2.352
H -4.864 -4.907 -0.561
H -2.423 -4.363 -1.592
H -3.058 -2.740 -2.051
H -3.104 -2.092 0.391
H -3.733 -3.718 0.822
H -1.408 -0.007 -0.099
H -2.395 -0.858 -1.399
H -1.235 1.388 -2.116
H -1.031 -0.064 -3.169
H 1.349 -0.468 -2.219
H 1.126 1.131 -2.978
H 1.760 3.266 1.377
H 0.040 3.568 0.811
H 0.966 5.804 1.284
H 1.364 5.687 -0.496
H 2.630 5.306 0.799
H 2.579 -1.075 -0.563
H 2.758 -0.465 1.133
H 5.086 -0.076 -0.856
H 5.225 -0.486 0.900
H 4.832 -1.806 -0.368
H 1.547 -2.564 2.417
H 1.332 -5.601 2.600
H -0.293 -4.927 2.266
H -0.363 -4.579 4.613
H 0.971 -3.270 4.409
H 1.389 -5.023 4.766
O 4.568 3.821 -0.381
H 4.018 3.158 -0.807
O 0.075 -0.881 4.633
V 1.110 0.282 3.907
C -0.339 4.113 -3.843
Cl 1.396 3.946 -3.522
Cl -0.946 2.643 -4.710
Cl -1.233 4.302 -2.285
Cl -0.635 5.600 -4.897
O 2.314 7.358 -6.488
H 1.623 6.830 -6.054
Cl 6.216 8.176 -0.184
C 4.972 6.897 -0.348
C 4.440 6.795 -1.753
Cl 3.452 8.212 -2.241
H 4.178 7.105 0.368
H 5.446 5.954 -0.067
H 3.793 5.919 -1.826
H 5.244 6.686 -2.479
O 4.455 1.341 3.963
H 5.105 1.892 3.518
C 3.841 -9.675 5.644
C 3.160 -8.808 4.891
C 2.004 -8.040 5.438
O 1.421 -7.246 4.723
C 1.614 -8.282 6.828
C 2.293 -9.150 7.580
C 3.465 -9.899 7.041
O 4.067 -10.668 7.767
O 1.949 -9.391 8.864
O 3.488 -8.587 3.600
H 4.681 -10.236 5.260
H 0.764 -7.731 7.208
H 2.592 -10.051 9.183
H 2.851 -7.922 3.279
Ca -2.839 4.569 -4.675
C -8.875 2.561 -6.080
C -9.546 3.561 -6.749
C -8.676 4.767 -7.095
O -9.070 5.716 -7.745
C -7.288 4.779 -6.608
C -6.625 3.797 -5.936
C -7.455 2.548 -5.679
O -7.020 1.537 -5.159
O -5.427 3.810 -5.517
O -10.743 3.565 -7.084
H -9.409 1.659 -5.801
H -6.764 5.701 -6.839
N 6.064 9.980 2.553
H 7.047 10.257 2.601
H 5.954 9.225 1.857
H 5.759 9.647 3.471
H 5.496 10.783 2.276
*
```



2.
C33H38N6O12 | ωB97M-V/def2-TZVPD

Computed properties:
Orbital gap = 4.68 eV
HOMO = -8.6 eV
Energy relative to the best compared isomer or geometry (same formula, charge and spin) = 17.98 kcal/mol

Geometry as ORCA input:
```
! RIJCOSX wB97M-V def2-TZVPD def2/J DEFGRID3
* xyz 0 1
C 1.326 0.434 4.091
C -0.041 -0.180 4.528
C -1.197 0.656 4.010
C -2.484 -0.067 4.036
C -2.372 -1.047 2.942
C -1.348 -2.150 3.367
N -0.064 -1.491 3.783
O 0.893 -2.217 3.667
C -1.113 -2.998 2.156
C -1.805 -3.135 4.428
C -0.030 -0.382 6.095
H 1.453 1.524 4.438
H 1.445 0.527 2.986
H 2.037 -0.125 4.522
H -0.935 1.223 3.255
H -1.274 1.566 4.594
H -3.209 0.738 3.681
H -2.878 -0.354 5.023
H -2.061 -0.404 2.082
H -3.249 -1.366 2.502
H -0.651 -2.396 1.432
H -1.908 -3.508 1.702
H -0.468 -3.809 2.420
H -1.952 -2.771 5.344
H -1.145 -4.096 4.504
H -2.720 -3.598 4.238
H -0.941 -0.751 6.242
H -0.112 0.604 6.587
H 0.873 -0.677 6.455
N 0.645 0.455 -0.027
O 0.513 1.767 -0.302
O 1.748 0.063 0.169
O -0.305 -0.160 0.418
C -0.998 -1.525 -4.895
C -0.562 -1.561 -3.443
C -1.518 -2.221 -2.472
C -2.964 -2.646 -2.997
C -3.199 -2.647 -4.509
C -2.168 -2.071 -5.393
N -3.887 -3.185 -2.063
O -3.700 -3.157 -0.935
O -5.006 -3.259 -2.613
H -0.357 -1.028 -5.486
H 0.388 -1.090 -3.099
H -1.312 -2.294 -1.410
H -4.132 -3.180 -4.837
H -2.114 -1.975 -6.611
C -2.939 0.767 -1.722
C -2.404 1.092 -3.129
C -3.382 0.649 -4.256
C -4.786 0.439 -3.975
C -5.264 0.143 -2.409
C -4.188 0.144 -1.401
N -5.775 0.435 -5.037
O -6.998 0.641 -4.706
O -5.461 0.141 -6.143
H -2.157 1.048 -0.865
H -1.363 1.312 -3.283
H -2.805 0.530 -5.207
H -6.214 -0.602 -2.132
H -4.393 -0.079 -0.310
C 3.650 3.786 2.967
C 2.654 3.238 1.902
C 2.084 4.345 0.970
C 2.411 5.866 1.244
C 3.450 6.197 2.289
C 4.031 5.118 3.206
N 1.757 6.962 0.507
O 2.185 8.069 0.709
O 0.818 6.643 -0.214
H 4.270 2.944 3.653
H 2.232 2.236 1.518
H 1.353 4.095 0.167
H 3.809 7.154 2.209
H 4.847 5.401 3.744
C 4.406 -0.179 -1.709
C 3.740 -0.245 -3.020
C 4.255 -1.327 -4.053
C 5.652 -1.975 -3.840
C 6.371 -1.757 -2.577
C 5.634 -0.837 -1.625
N 6.209 -2.734 -4.911
O 7.294 -3.389 -4.659
O 5.719 -2.894 -6.026
H 4.123 0.515 -0.901
H 2.762 0.263 -3.347
H 3.838 -1.647 -5.133
H 7.332 -2.119 -2.283
H 6.101 -0.426 -0.820
*
```



3.
C49H136N12O13 | ωB97M-V/def2-TZVPD

Computed properties:
Orbital gap = 9.43 eV
HOMO = -8.9 eV
Energy relative to the best compared isomer or geometry (same formula, charge and spin) = 0.00 kcal/mol

Geometry as ORCA input:
```
! RIJCOSX wB97M-V def2-TZVPD def2/J DEFGRID3
* xyz 0 1
C 1.546 0.794 -7.749
C 0.688 1.081 -6.461
C 1.032 2.374 -5.731
O 0.306 2.554 -4.488
C 0.930 1.953 -3.298
N -0.705 1.230 -6.823
H 1.170 -0.142 -8.152
H 2.609 0.771 -7.572
H 1.333 1.557 -8.491
H 0.870 0.232 -5.758
H 0.651 3.184 -6.389
H 2.112 2.548 -5.601
H 0.936 0.843 -3.294
H 0.403 2.274 -2.424
H 1.941 2.374 -3.169
H -1.329 1.028 -6.043
H -0.918 0.447 -7.470
C -0.792 -2.619 -3.261
C -1.585 -1.641 -4.056
C -2.031 -2.187 -5.384
O -0.953 -2.497 -6.206
C -1.364 -3.084 -7.455
N -2.860 -1.260 -3.333
H 0.099 -2.997 -3.760
H -1.406 -3.521 -3.070
H -0.533 -2.091 -2.325
H -0.934 -0.795 -4.340
H -2.697 -1.420 -5.826
H -2.671 -3.100 -5.295
H -2.202 -2.559 -7.921
H -1.660 -4.144 -7.310
H -0.493 -3.071 -8.100
H -3.010 -0.250 -3.448
H -2.801 -1.385 -2.338
C 1.970 -7.951 5.616
C 0.457 -7.702 5.923
C -0.003 -6.266 5.929
O 0.303 -5.751 4.639
C 0.186 -4.360 4.468
N -0.375 -8.542 5.064
H 2.516 -7.464 6.429
H 2.224 -7.579 4.609
H 2.101 -9.023 5.756
H 0.303 -8.100 6.910
H 0.531 -5.672 6.658
H -1.076 -6.246 6.085
H -0.826 -4.006 4.583
H 0.511 -4.136 3.463
H 0.739 -3.761 5.231
H -1.373 -8.352 5.196
H -0.118 -8.363 4.089
C 5.112 -0.734 -0.620
C 5.608 0.223 -1.680
C 4.623 0.279 -2.850
O 4.614 -0.948 -3.445
C 3.761 -0.965 -4.542
N 5.642 1.551 -1.029
H 4.168 -0.385 -0.239
H 5.826 -0.909 0.184
H 4.930 -1.733 -1.033
H 6.527 -0.150 -2.178
H 4.904 1.059 -3.557
H 3.607 0.549 -2.502
H 4.079 -0.230 -5.301
H 2.709 -0.727 -4.341
H 3.790 -1.959 -4.991
H 6.090 2.241 -1.644
H 6.165 1.563 -0.138
C 0.528 7.568 -3.269
C 0.022 6.178 -3.789
C -1.049 5.593 -2.914
O -2.181 6.496 -2.992
C -3.059 6.388 -1.825
N -0.304 6.312 -5.206
H 1.400 7.841 -3.863
H 0.899 7.454 -2.234
H -0.228 8.389 -3.379
H 0.917 5.561 -3.623
H -0.709 5.408 -1.893
H -1.481 4.693 -3.345
H -3.898 7.046 -1.964
H -2.601 6.616 -0.839
H -3.492 5.357 -1.769
H -1.049 7.038 -5.283
H -0.743 5.442 -5.482
C -3.821 2.961 -5.804
C -3.689 2.838 -4.304
C -4.886 2.096 -3.694
O -6.143 2.752 -3.590
C -6.124 3.787 -2.654
N -2.452 2.070 -3.988
H -3.905 1.969 -6.280
H -3.013 3.494 -6.313
H -4.739 3.513 -6.074
H -3.624 3.833 -3.836
H -4.566 1.803 -2.699
H -4.986 1.088 -4.135
H -7.118 3.829 -2.208
H -5.966 4.807 -2.977
H -5.396 3.565 -1.857
H -2.136 2.421 -3.099
H -1.705 2.256 -4.638
C -2.728 0.964 0.590
C -2.771 2.467 0.509
C -2.686 3.112 1.877
O -2.699 4.534 1.893
C -3.965 5.145 1.684
N -1.721 2.904 -0.453
H -1.827 0.604 1.104
H -2.789 0.614 -0.457
H -3.478 0.551 1.258
H -3.790 2.732 0.173
H -1.835 2.753 2.436
H -3.551 2.765 2.446
H -3.979 6.071 2.233
H -4.816 4.581 2.064
H -4.240 5.395 0.661
H -0.871 2.420 -0.227
H -1.559 3.893 -0.302
C 2.185 3.986 -0.532
C 2.887 3.651 0.762
C 2.072 4.194 1.901
O 2.723 4.141 3.178
C 2.081 4.736 4.261
N 3.009 2.121 0.854
H 2.258 5.063 -0.676
H 1.131 3.656 -0.417
H 2.650 3.458 -1.371
H 3.848 4.137 0.843
H 1.111 3.648 1.987
H 1.766 5.213 1.747
H 1.752 5.779 4.113
H 2.682 4.819 5.155
H 1.172 4.158 4.482
H 3.768 1.803 0.259
H 3.270 1.793 1.776
C 0.023 -6.454 -0.793
C 0.932 -5.919 0.301
C 0.808 -4.419 0.386
O 1.727 -3.682 1.294
C 3.097 -3.771 0.910
N 0.589 -6.583 1.554
H -0.012 -7.547 -0.620
H 0.328 -6.230 -1.837
H -1.019 -6.186 -0.656
H 1.932 -6.196 -0.013
H -0.219 -4.179 0.687
H 0.860 -3.929 -0.585
H 3.286 -3.196 -0.012
H 3.461 -4.813 0.821
H 3.661 -3.270 1.689
H -0.290 -6.198 1.881
H 1.333 -6.375 2.194
C 5.256 1.877 5.656
C 6.031 1.262 4.487
C 5.501 -0.017 3.827
O 4.248 0.269 3.165
C 3.686 -0.874 2.553
N 6.201 2.236 3.375
H 4.261 2.260 5.357
H 5.788 2.761 6.048
H 5.094 1.119 6.427
H 7.049 1.026 4.790
H 5.336 -0.866 4.534
H 6.240 -0.365 3.077
H 4.358 -1.380 1.847
H 2.829 -0.538 1.979
H 3.276 -1.650 3.218
H 6.924 2.873 3.693
H 5.366 2.799 3.268
C -3.569 -5.800 3.475
C -4.409 -4.514 3.267
C -4.077 -3.963 1.902
O -2.676 -3.770 1.596
C -2.255 -2.455 1.825
N -5.859 -4.691 3.399
H -3.704 -6.201 4.456
H -2.508 -5.537 3.314
H -3.741 -6.554 2.699
H -4.062 -3.730 3.986
H -4.629 -3.033 1.696
H -4.458 -4.727 1.206
H -2.374 -2.118 2.859
H -2.837 -1.789 1.149
H -1.202 -2.373 1.531
H -6.149 -4.979 4.348
H -6.359 -3.826 3.268
C -2.199 0.077 6.881
C -2.406 -0.287 5.422
C -1.133 -0.193 4.634
O -0.670 1.125 4.587
C 0.485 1.161 3.737
N -2.823 -1.695 5.279
H -1.530 -0.600 7.431
H -3.143 -0.109 7.364
H -1.826 1.078 7.001
H -3.194 0.335 4.971
H -1.275 -0.590 3.623
H -0.395 -0.852 5.071
H 0.141 0.921 2.731
H 1.240 0.448 4.082
H 0.787 2.190 3.692
H -3.660 -1.855 5.801
H -2.089 -2.300 5.642
C 0.686 -0.468 -0.278
O 0.595 0.870 0.233
H 1.011 -1.170 0.484
H -0.281 -0.858 -0.600
H 1.450 -0.556 -1.085
H 1.491 1.284 0.426
*
```



4.
C10H10N2O2 | ωB97M-V/def2-TZVPD

Computed properties:
Orbital gap = 8.75 eV
SMILES = O=c1cc[nH]c(=O)[nH]1.c1ccccc1
HOMO = -8.4 eV
Energy relative to the best compared isomer or geometry (same formula, charge and spin) = 97.00 kcal/mol

Geometry as ORCA input:
```
! RIJCOSX wB97M-V def2-TZVPD def2/J DEFGRID3
* xyz 0 1
O 0.117 -1.833 -0.691
C 0.871 -0.958 -0.622
C 0.421 0.529 -0.598
C 1.387 1.491 -0.518
N 2.781 1.007 -0.465
C 3.179 -0.280 -0.015
O 4.251 -0.423 0.667
N 2.261 -1.231 -0.208
H -0.527 0.698 -0.957
H 1.180 2.587 -0.525
H 3.412 1.765 -0.446
H 2.372 -2.161 0.453
C -1.969 -1.393 -0.039
C -2.590 -0.405 -0.785
C -2.385 0.949 -0.520
C -1.629 1.225 0.724
C -1.099 0.278 1.535
C -1.256 -1.109 1.147
H -2.002 -2.434 -0.404
H -2.989 -0.804 -1.708
H -2.921 1.560 -1.160
H -1.618 2.264 1.055
H -0.649 0.580 2.433
H -0.598 -1.902 1.644
*
```